Entry from OMol25: C34H35Br2N5O2Os as an isolated structure (the ωB97M-V functional and the def2-TZVPD basis).

Geometry as ORCA input:
```
! wB97M-V def2-TZVPD RIJCOSX def2/J DEFGRID3
* xyz 2 1
Os 1.164 -0.471 0.791
Br 4.726 -6.704 -1.128
C 3.683 -5.163 -0.929
C 2.612 -4.932 -1.804
C 1.822 -3.814 -1.666
C 2.065 -2.896 -0.643
O 1.257 -1.840 -0.559
C 3.151 -3.112 0.232
C 3.513 -2.221 1.285
N 2.863 -1.162 1.654
C 3.322 -0.339 2.744
C 4.385 -0.608 3.561
C 4.717 0.268 4.615
C 3.995 1.405 4.839
C 2.902 1.720 3.999
C 2.111 2.885 4.151
C 1.078 3.127 3.291
C 0.814 2.204 2.267
N 1.521 1.103 2.113
C 2.573 0.842 2.957
C 3.958 -4.258 0.062
H 2.413 -5.640 -2.598
H 0.999 -3.622 -2.340
H 4.427 -2.467 1.816
H 4.993 -1.493 3.428
H 5.559 0.025 5.249
H 4.253 2.077 5.647
H 2.345 3.583 4.945
H 0.465 4.012 3.376
H 0.009 2.360 1.560
H 4.797 -4.422 0.726
C -4.097 0.140 -5.115
C -4.540 0.305 -3.651
C -5.264 1.652 -3.483
C -5.508 -0.823 -3.299
C -3.305 0.313 -2.760
C -3.129 -0.605 -1.723
C -2.012 -0.514 -0.929
Br -1.822 -1.688 0.515
C -1.019 0.477 -1.135
O 0.021 0.575 -0.318
C -1.166 1.403 -2.208
C -2.313 1.280 -2.966
C -0.173 2.514 -2.593
C -0.878 3.865 -2.386
C 1.144 2.547 -1.809
C 0.194 2.346 -4.078
H -4.981 0.102 -5.754
H -3.537 -0.787 -5.256
H -3.479 0.971 -5.455
H -6.171 1.649 -4.089
H -4.649 2.491 -3.811
H -5.552 1.819 -2.444
H -6.365 -0.779 -3.971
H -5.890 -0.731 -2.279
H -5.050 -1.807 -3.418
H -3.859 -1.377 -1.530
H -2.456 1.976 -3.780
H -1.175 3.998 -1.343
H -1.770 3.960 -3.005
H -0.198 4.676 -2.651
H 0.997 2.776 -0.754
H 1.765 3.337 -2.234
H 1.698 1.611 -1.894
H -0.671 2.423 -4.735
H 0.673 1.381 -4.256
H 0.895 3.130 -4.366
N -1.964 -0.144 5.230
C -0.974 -0.837 4.630
C -0.604 -0.590 3.294
N 0.383 -1.274 2.729
C 1.013 -2.216 3.444
C 0.637 -2.434 4.757
N -0.329 -1.754 5.354
H -2.588 0.444 4.707
H -2.233 -0.417 6.161
H -1.118 0.151 2.699
H 1.786 -2.795 2.969
H 1.140 -3.190 5.348
*
```

The calculation puts the energy at -189909.5774 eV. The calculation puts the energy above the lowest of the compared OMol25 structures with the same formula, charge and spin at 181.0 kJ/mol. The calculation puts the LUMO energy (alpha / beta) at -8.41 / -8.45 eV. Its gap between HOMO and LUMO (alpha / beta) is 4.834 / 4.771 eV.